Run 1
The following is a quantum chemistry calculation of a cluster of 2 separate species, C2H5N2OP in total, from the Open Molecules 2025 dataset.

Computed properties:
- Charge: 0
- SMILES: NC1=PO1.C=N
- Spin multiplicity: 1
- E_HOMO: -0.2770 hartree
- Lowest unoccupied orbital energy: 0.36 eV

```
11
Properties=species:S:1:pos:R:3:mulliken_charge:R:1
P 0.876 1.569 0.103 -0.202
O -0.642 0.812 -0.706 -0.394
N 0.478 1.200 -2.806 -0.429
N -1.385 -0.959 2.472 -0.571
C 0.370 1.265 -1.447 0.541
C -0.341 -0.236 2.422 -0.165
H 1.426 1.139 -3.123 0.262
H 0.065 0.229 3.237 0.318
H -1.779 -1.363 1.661 0.268
H 0.367 -0.277 1.511 0.115
H -0.230 0.609 -3.214 0.259
```

---

Run 2
The following is a quantum chemistry calculation of a cluster of 2 separate species, C2H5N2OP in total, from the Open Molecules 2025 dataset.

Computed properties:
- Charge: 0
- SMILES: NC1=PO1.C=N
- Spin multiplicity: 1
- E_HOMO: -0.2662 hartree
- Lowest unoccupied orbital energy: -0.13 eV

```
11
Properties=species:S:1:pos:R:3:mulliken_charge:R:1
P 1.319 0.400 1.383 -0.042
O 3.007 -0.279 0.236 -0.524
N -1.371 0.670 0.542 -0.457
N 1.278 -1.650 -0.590 -0.350
C -2.077 1.337 -0.277 -0.245
C 1.828 -0.776 0.249 0.497
H 0.315 -1.695 -0.357 0.241
H -1.325 1.107 1.481 0.241
H -2.682 2.236 -0.167 0.252
H 1.785 -2.295 -1.095 0.211
H -2.077 0.945 -1.404 0.175
```

---

Most stable: run 2

---

Run 1
The following is a quantum chemistry calculation of a cluster of 2 separate species, C3H7FINO in total, from the Open Molecules 2025 dataset.

Computed properties:
- Charge: 0
- SMILES: C/N=C(\F)OC.I
- Spin multiplicity: 1
- E_HOMO: -0.3592 hartree
- Lowest unoccupied orbital energy: -0.06 eV

```
14
Properties=species:S:1:pos:R:3:mulliken_charge:R:1
I 2.146 -1.748 -1.736 -0.075
F -0.472 0.716 -1.022 -0.195
O -1.448 -0.747 0.432 -0.309
N -0.196 0.868 1.277 -0.384
C -1.422 -1.777 -0.512 -0.139
C -0.652 0.296 0.255 0.704
C 0.603 2.099 1.184 -0.637
H 3.283 -0.761 -0.890 0.112
H -1.817 -2.785 -0.137 0.240
H -0.426 -1.857 -0.934 -0.252
H -2.238 -1.663 -1.395 0.239
H 0.770 2.473 0.090 0.240
H 1.714 1.888 1.590 0.215
H 0.156 2.998 1.800 0.243
```

---

Run 2
The following is a quantum chemistry calculation of a cluster of 2 separate species, C3H7FINO in total, from the Open Molecules 2025 dataset.

Computed properties:
- Charge: 0
- Spin multiplicity: 1
- E_HOMO: -0.3382 hartree
- Lowest unoccupied orbital energy: 0.20 eV

```
14
Properties=species:S:1:pos:R:3:mulliken_charge:R:1
I -1.003 -1.725 -2.095 0.072
F 1.055 -0.798 1.713 -0.407
O 0.900 0.478 -2.646 -0.430
N 0.285 0.533 -0.122 -0.534
C 0.639 -0.468 -1.801 -0.209
C -0.100 -0.247 0.951 0.798
C -0.871 0.571 1.894 -1.476
H -0.994 -0.016 2.787 0.404
H -1.863 0.764 1.575 0.342
H 0.130 0.759 -3.240 0.388
H -0.607 -1.082 0.588 0.015
H 1.592 -1.056 -1.627 0.373
H 1.233 0.897 -0.264 0.286
H -0.395 1.391 2.288 0.379
```

---

Most stable: run 1